(1)
Formula: C30H44N2O3OsP2
Source: OMol25
Level of theory: ωB97M-V/def2-TZVPD

As for the energy above the lowest of the compared OMol25 structures with the same formula, charge and spin: 0.00 kJ/mol. As for the spin multiplicity: 5. The HOMO energy (spin up / spin down) comes out at -0.222 / -0.274 hartree. As for the total charge: 0. The calculation puts the gap between HOMO and LUMO (spin up / spin down) at 6.60 / 6.72 eV. Its expectation value of S² is 6.06. As for the LUMO energy (spin up / spin down): 0.56 / -0.73 eV.

Geometry as XYZ:
```
82
Properties=species:S:1:pos:R:3:forces:R:3
Os 0.10686 0.10490 0.12890 -1.7 -2.3 -0.4
P 2.39656 -0.11499 -0.18466 1.8 0.0 0.0
P -2.37335 0.12688 0.20639 -0.9 0.2 0.2
N -0.04514 0.96435 -1.46276 0.2 1.7 -2.5
H 1.35422 -2.38691 2.14190 -0.4 0.0 -0.2
C 3.12925 -1.58315 -0.98615 -0.2 -0.1 -0.1
H 4.22148 -1.47973 -0.96954 -0.2 0.0 0.0
H 2.78831 -1.65361 -2.02629 0.0 -0.1 0.3
H 2.84742 -2.49290 -0.44144 0.0 0.2 -0.2
C 3.32239 -0.06032 1.38135 0.0 0.0 -0.1
H 4.38608 -0.23844 1.18485 -0.1 0.1 0.1
H 2.94780 -0.83113 2.06437 0.1 0.3 -0.1
H 3.19197 0.93056 1.83378 0.0 -0.3 0.0
C 3.14986 1.26948 -1.11773 -0.1 -0.2 0.0
H 4.24037 1.21644 -0.99824 -0.2 0.1 -0.1
H 2.77848 2.21731 -0.70388 0.1 -0.2 -0.2
H 2.88265 1.18863 -2.18058 0.0 0.1 0.3
C -3.39683 -1.22559 -0.49652 0.3 -0.1 -0.1
H -4.46235 -0.98933 -0.36054 0.3 0.0 0.0
H -3.16975 -2.16679 0.02038 0.0 0.2 -0.2
H -3.18764 -1.33505 -1.56856 0.0 0.0 0.3
C -3.07069 0.21411 1.89343 0.0 0.0 0.0
H -4.16750 0.20313 1.82486 0.2 0.0 0.1
H -2.74332 1.14048 2.38184 -0.1 -0.3 -0.1
H -2.72338 -0.64727 2.47876 -0.1 0.2 -0.1
C -3.11655 1.59661 -0.60254 0.0 -0.1 0.1
H -4.19005 1.64093 -0.36461 0.3 0.0 -0.1
H -2.97785 1.51541 -1.69048 0.0 0.1 0.3
H -2.61571 2.50188 -0.23157 -0.1 -0.2 -0.2
C -0.02958 1.79973 -2.50695 0.1 0.6 -0.3
C 0.02555 2.14292 -4.94017 0.0 0.0 -0.1
C -0.00823 1.28920 -3.85380 -0.1 0.2 0.7
C -0.00513 3.23232 -2.34773 0.0 -0.6 -0.1
C 0.02734 4.06582 -3.45735 0.0 0.0 0.0
C 0.04129 3.53171 -4.75295 0.0 0.3 -0.3
H 0.03773 1.72675 -5.95284 0.0 0.2 0.4
H -0.01779 0.20576 -3.95738 0.0 0.2 -0.1
H -0.00514 3.62116 -1.32825 0.0 0.0 -0.3
H 0.04132 5.15195 -3.31997 0.0 -0.4 0.0
H 0.06429 4.20828 -5.62417 0.0 -0.4 0.6
C 0.28170 -2.58915 1.91684 0.2 0.4 -1.0
O -0.18446 -1.67696 0.91438 0.1 -1.1 1.7
C 0.13926 -3.96380 1.25207 0.3 -0.3 0.3
H -0.23436 -4.72089 1.94869 0.1 0.0 -0.1
H 1.11163 -4.28656 0.87059 -0.2 -0.2 -0.1
H -0.56029 -3.88410 0.41112 0.1 0.0 0.3
C -0.47908 -2.50787 3.23510 -0.3 0.1 0.1
H -1.42671 -3.05431 3.16154 0.0 0.2 0.0
H -0.66808 -1.47254 3.54736 0.0 -0.3 -0.3
H 0.10381 -2.99231 4.03013 -0.1 0.0 -0.1
C 5.09320 2.41321 4.70426 0.4 0.0 0.0
C 4.22877 1.18812 4.68773 -0.5 -0.2 -0.1
C 4.80639 -0.06196 4.51158 0.4 -0.3 -0.1
C 4.04573 -1.23721 4.51642 -0.1 0.5 0.2
C 2.66676 -1.12388 4.63798 -0.1 -0.1 -0.1
C 2.05776 0.13892 4.73515 0.4 0.6 0.4
N 0.66709 0.12398 4.90268 -0.8 -0.6 0.4
C -0.39356 1.03970 4.75921 0.0 0.1 -0.4
C -1.45386 0.88370 5.66755 0.1 0.2 -0.1
C -2.53980 1.75877 5.65413 0.2 -0.1 -0.2
C -2.61460 2.77443 4.67652 -0.5 0.0 0.6
C -1.61801 2.87559 3.71381 0.4 0.1 0.5
C -0.50316 2.03065 3.75642 -0.6 -0.7 0.2
C 0.44885 2.21681 2.62639 1.4 1.3 -0.4
O 1.16257 3.22833 2.62367 -0.7 -1.2 -0.5
O 0.42406 1.32346 1.68121 0.2 1.5 2.1
C 2.84264 1.30800 4.86297 0.1 -1.2 -0.4
C 2.27867 2.62586 5.21629 0.0 0.6 0.2
H 4.82342 3.12475 3.90676 0.0 -0.2 0.3
H 5.03425 2.95262 5.66226 0.0 -0.2 -0.3
H 6.12547 2.07160 4.54475 -0.2 0.4 0.1
H 5.89382 -0.08706 4.39072 -0.3 -0.2 0.0
H 4.52553 -2.21147 4.42287 -0.2 0.2 0.0
H 2.00986 -2.00643 4.68216 0.5 0.4 -0.2
H 0.35521 -0.73816 5.35651 0.2 0.6 -0.3
H -1.34900 0.06671 6.40115 -0.3 0.6 -0.2
H -3.29161 1.63056 6.44089 0.1 0.2 -0.5
H -3.44224 3.50143 4.70600 0.4 -0.5 -0.1
H -1.62720 3.65189 2.93507 -0.2 -0.4 0.4
H 2.43415 3.31822 4.38673 -0.1 0.1 0.3
H 1.21687 2.56294 5.40212 0.0 0.2 0.1
H 2.76533 3.01891 6.11893 -0.1 0.0 -0.2
```
Forces are in eV/Å.

=====

(2)
Formula: C30H44N4NiOP2Si
Source: OMol25
Level of theory: ωB97M-V/def2-TZVPD

As for the energy above the lowest of the compared OMol25 structures with the same formula, charge and spin: 0.00 kJ/mol. As for the spin multiplicity: 3. The HOMO energy (spin up / spin down) comes out at -0.302 / -0.310 hartree. As for the total charge: 0. The calculation puts the gap between HOMO and LUMO (spin up / spin down) at 7.82 / 7.64 eV. Its expectation value of S² is 2.01. As for the LUMO energy (spin up / spin down): -0.41 / -0.79 eV.

Geometry as XYZ:
```
83
Properties=species:S:1:pos:R:3:forces:R:3
Ni 0.07536 -1.27765 3.39819 0.8 1.6 3.1
C -0.99758 1.89797 3.71525 0.0 -1.7 -0.2
C -1.34974 0.84726 2.93946 -1.3 0.9 0.4
C -1.22507 0.81101 1.44237 0.0 -0.3 -0.3
C -0.06252 -0.02690 0.89736 0.1 0.3 0.0
C 1.25832 0.13637 1.62596 0.9 0.2 -1.0
C 1.75203 1.25233 2.19742 -0.3 -1.0 0.4
C 1.06006 2.56360 2.25499 -0.2 0.7 0.3
C 0.13584 2.81731 3.48132 0.3 0.8 -0.4
C 1.99977 -1.56146 3.91737 0.1 -0.9 -0.2
H -1.46909 1.98721 4.69260 0.3 -0.2 -0.1
H -2.10664 0.14617 3.34244 0.4 0.5 0.0
H -1.24209 1.82841 1.03300 0.2 -0.3 0.2
H -2.14462 0.32322 1.08041 0.1 0.3 0.0
H -0.34716 -1.09117 0.98466 0.0 0.0 -0.2
H 0.03936 0.16065 -0.18413 0.2 -0.2 0.2
H 1.96259 -0.69961 1.45400 -0.5 0.4 0.5
H 2.69905 1.17511 2.74940 -0.3 0.0 -0.5
H 0.51235 2.73083 1.32184 0.1 0.1 0.2
H 1.83755 3.33883 2.31834 -0.2 -0.1 -0.2
H 0.73464 2.81260 4.40866 -0.1 0.0 -0.3
H -0.22572 3.85447 3.38387 0.1 -0.2 0.1
H 2.07052 -1.86470 4.97382 -0.3 0.0 -0.4
H 2.80614 -0.82108 3.74153 -0.8 -0.2 -0.2
H 2.17681 -2.44072 3.26366 0.4 0.2 0.4
P 1.48601 -0.92977 -2.94448 1.8 -0.5 -2.7
P -1.96785 -0.69853 -2.72231 -1.6 1.8 -1.9
N 2.87137 0.08933 -3.23591 0.5 0.7 0.4
N 2.13437 -2.24027 -4.04406 -0.7 -0.7 0.5
N -2.12549 1.07950 -2.77534 0.6 0.1 0.7
N -3.58505 -0.99683 -3.41051 -0.3 -1.0 0.1
C 0.39464 -0.15137 -4.22383 -0.6 -0.1 -0.1
C -0.99333 -0.83864 -4.30731 0.2 -0.1 0.1
C 3.76787 0.44721 -2.22173 0.3 0.6 -0.9
C 4.79728 1.19653 -2.77711 -1.0 -0.6 -0.4
C 4.55018 1.29040 -4.19794 -1.6 -1.1 0.9
C 3.36312 0.59556 -4.44800 1.1 0.8 1.1
C 2.27575 -3.56687 -3.61984 0.4 0.0 -1.4
C 2.75106 -4.33892 -4.68538 -0.5 1.0 0.7
C 2.88299 -3.46438 -5.81182 -0.4 0.7 0.8
C 2.50453 -2.19591 -5.38868 -0.1 -1.0 0.1
C -1.92421 1.82998 -1.61226 -0.1 0.5 -0.9
C -1.92928 3.17827 -1.93169 -0.2 -1.1 -0.2
C -2.15578 3.27364 -3.34353 0.1 -1.3 0.3
C -2.24634 1.97914 -3.83467 0.1 0.5 0.5
C -4.34555 -0.30194 -4.36313 -0.5 -1.3 0.2
C -5.43965 -1.08424 -4.72519 1.3 0.3 0.8
C -5.35526 -2.30319 -3.97875 0.7 0.3 0.3
C -4.22014 -2.23262 -3.18809 -0.4 0.8 -0.7
H 0.87135 -0.24092 -5.21839 -0.2 0.2 0.6
H 0.27451 0.92066 -3.97909 0.1 -0.4 -0.1
H -1.58212 -0.40196 -5.13826 0.3 -0.3 0.5
H -0.87893 -1.92270 -4.50136 0.0 0.4 0.0
H 3.56494 0.15183 -1.19782 0.1 0.1 -0.2
H 5.62982 1.63569 -2.25563 0.0 -0.1 0.1
H 5.13547 1.79340 -4.94236 0.1 0.1 -0.1
H 2.84193 0.45799 -5.37803 0.1 0.1 0.2
H 2.01920 -3.84443 -2.61379 0.0 0.0 0.1
H 2.97783 -5.39527 -4.66074 -0.1 0.1 0.1
H 3.20474 -3.71754 -6.81750 0.0 0.1 0.3
H 2.46847 -1.28961 -5.96222 0.0 -0.1 0.0
H -1.81853 1.32267 -0.67003 -0.1 0.1 -0.3
H -1.79097 3.98717 -1.23519 -0.1 0.0 0.0
H -2.24853 4.17200 -3.92495 0.0 0.1 -0.1
H -2.40531 1.63695 -4.84899 0.2 0.2 0.2
H -4.07813 0.68008 -4.69083 -0.1 0.1 0.0
H -6.19967 -0.79845 -5.43468 0.0 0.0 0.1
H -6.05328 -3.12828 -4.02036 0.1 0.1 0.1
H -3.79432 -2.92860 -2.48294 -0.1 0.0 0.0
C 1.23486 -0.76126 7.45738 -0.2 -0.1 -0.3
Si -0.46841 -0.30394 6.72462 0.2 0.2 1.6
C -1.76392 -1.03173 7.91508 0.0 -0.2 -0.4
C -0.60678 1.56770 7.12141 0.0 -0.1 -0.4
O -0.69695 -0.78609 5.21915 0.2 -0.6 -1.6
H 1.40943 -0.30227 8.44059 -0.1 0.0 -0.2
H 2.04421 -0.45476 6.78454 0.0 0.0 0.1
H 1.29639 -1.84805 7.58477 0.1 0.1 0.0
H -1.60028 -0.73557 8.96284 0.0 0.0 -0.3
H -2.76899 -0.69586 7.61396 0.2 -0.1 0.1
H -1.74881 -2.12990 7.86367 -0.1 0.2 0.1
H 0.18716 2.14597 6.63359 -0.1 0.0 0.1
H -1.57170 1.98047 6.80397 0.1 0.0 0.1
H -0.52607 1.74844 8.20532 0.0 -0.2 -0.3
```
Forces are in eV/Å.

=====

(3)
Formula: C30H45As3Cl2NO2STeZr
Source: OMol25
Level of theory: ωB97M-V/def2-TZVPD

As for the energy above the lowest of the compared OMol25 structures with the same formula, charge and spin: 43.13 kJ/mol. The HOMO energy comes out at -0.540 hartree. As for the total charge: +3. The calculation puts the gap between HOMO and LUMO at 5.39 eV. As for the LUMO energy: -9.31 eV.

Geometry as XYZ:
```
86
Properties=species:S:1:pos:R:3:forces:R:3
Zr 0.30922 0.00097 0.02101 1.1 0.7 -1.2
C 4.50029 0.62777 -0.43321 -0.2 0.0 -0.2
As 2.91648 0.01312 0.56378 3.0 0.2 1.2
C 3.71525 -1.65064 1.22819 0.0 -0.2 -0.2
C 3.04177 0.95582 2.31034 -0.3 0.0 0.2
C 2.79608 2.47798 2.43806 -0.1 -0.1 -0.1
C 4.12682 3.17933 2.15180 -0.2 0.0 -0.1
C 1.76157 3.02104 1.43643 0.4 0.0 -0.2
As -0.10823 2.30672 1.34478 0.5 2.8 0.7
C -0.85840 3.83641 0.35243 -0.3 -0.2 -0.3
C -0.97345 2.83439 3.05495 -0.1 -0.5 0.0
C 2.32916 2.69805 3.88017 -0.2 0.2 0.2
As 2.00178 4.46669 4.85344 0.1 -0.2 -0.3
C 2.00928 5.89396 3.48208 0.1 -0.2 0.1
C 3.83658 4.73361 5.48962 0.0 0.1 0.0
H 5.32409 0.81623 0.26316 -0.3 -0.1 0.0
H 4.30750 1.52339 -1.02942 0.0 -0.1 0.2
H 4.80127 -0.17851 -1.10951 -0.1 0.1 0.1
H 4.71977 -1.43461 1.60514 -0.2 0.1 -0.1
H 3.81349 -2.37328 0.41325 -0.1 0.1 0.1
H 3.13035 -2.09684 2.03525 0.0 0.1 -0.1
H 4.03331 0.73461 2.72459 -0.1 -0.1 -0.2
H 2.32228 0.42924 2.95703 0.2 0.0 -0.2
H 4.47181 2.92703 1.14856 0.1 0.1 0.0
H 4.88216 2.86167 2.86545 0.1 0.0 0.1
H 4.02906 4.25786 2.21345 0.0 0.1 0.0
H 2.16761 2.89939 0.41265 -0.3 0.1 0.3
H 1.67100 4.09791 1.61627 -0.2 -0.2 -0.1
H -0.77465 4.73942 0.96846 0.1 -0.3 0.0
H -1.92061 3.65924 0.15879 0.1 -0.1 0.0
H -0.35236 4.01846 -0.59725 0.1 -0.1 0.1
H -0.48467 3.73413 3.44736 0.1 -0.2 -0.2
H -0.94119 2.05403 3.81597 0.1 0.1 -0.1
H -2.02057 3.07573 2.84958 0.2 -0.1 -0.1
H 3.06026 2.22568 4.53951 0.0 -0.1 0.1
H 1.39240 2.13323 4.00748 0.2 0.1 0.1
H 1.11858 5.88326 2.85450 -0.1 0.0 0.0
H 2.90146 5.90271 2.86333 0.1 0.0 -0.1
H 1.99545 6.83016 4.03862 0.0 0.0 0.1
H 4.16613 3.87418 6.07033 -0.1 -0.1 0.0
H 3.86583 5.60219 6.14450 -0.1 0.0 0.0
H 4.53121 4.89924 4.66949 0.0 0.0 -0.1
Cl -0.12843 -0.74544 2.54323 -0.1 0.4 0.8
C -0.06556 -2.46697 2.16932 -0.4 -0.7 0.5
Cl 0.61250 -2.58992 0.54423 0.3 -0.9 -0.4
H -1.07848 -2.88067 2.17144 0.3 0.2 0.0
H 0.58101 -2.97801 2.88911 -0.1 0.2 -0.2
C -2.90693 0.40035 -8.06164 0.0 -0.1 -0.6
O -2.82409 0.53428 -6.64656 0.1 0.0 0.6
C -2.59793 1.73525 -6.09617 0.1 0.2 0.5
C -2.42954 2.93220 -6.79038 0.0 -0.2 -0.1
C -2.20132 4.10951 -6.10614 0.0 -0.1 0.2
C -2.11623 4.12263 -4.71498 0.0 0.0 -0.1
C -2.26026 2.95259 -4.00584 0.0 -0.3 0.0
C -2.50450 1.74568 -4.67483 -0.1 1.3 -0.9
N -2.52046 0.49778 -4.07558 0.0 -1.1 0.9
C -2.53622 0.09490 -2.83060 -0.1 -0.2 -0.8
C -2.97545 0.78911 -1.65033 0.1 0.2 0.8
C -4.01103 1.74093 -1.66647 0.1 -0.3 0.1
C -4.52473 2.24789 -0.49168 0.0 0.1 0.0
C -4.02477 1.82322 0.73331 0.1 -0.2 -0.2
C -2.99976 0.89095 0.78598 0.0 -0.5 -0.1
C -2.47310 0.35323 -0.39357 -1.6 1.3 -0.3
O -1.45599 -0.51937 -0.33558 -1.5 -1.4 -0.4
H -1.95440 0.63713 -8.53852 0.0 0.0 0.1
H -3.69271 1.03735 -8.46699 0.0 0.0 0.1
H -3.15501 -0.64373 -8.24230 0.0 0.1 0.0
H -2.45727 2.94639 -7.86659 -0.1 -0.1 -0.1
H -2.07215 5.02476 -6.66186 0.0 0.1 -0.1
H -1.92743 5.04798 -4.19661 0.0 0.1 0.1
H -2.16074 2.96269 -2.93067 -0.1 0.0 0.0
H -2.45149 -0.22824 -4.79484 0.2 -0.1 0.2
H -2.28669 -0.95443 -2.67780 -0.1 0.1 -0.3
H -4.45236 2.02530 -2.60880 0.0 0.1 -0.1
H -5.32840 2.96516 -0.51999 -0.1 0.1 0.0
H -4.44792 2.19965 1.65161 -0.1 0.1 0.1
H -2.66024 0.50496 1.74645 0.0 0.1 -0.2
Te 0.61933 1.72085 -2.19816 0.3 -0.3 0.2
C 1.94658 0.17049 -2.73074 -0.3 0.6 -0.1
C 1.78590 -1.14263 -2.35348 -0.4 0.2 -0.1
C 2.85791 -1.95662 -2.79939 0.3 -0.3 0.1
C 3.78535 -1.24940 -3.49994 -0.2 0.2 0.1
S 3.38627 0.41206 -3.64150 -0.5 -0.3 0.4
H 0.84248 -1.52808 -1.93996 0.2 -0.1 -0.4
H 2.92264 -3.01962 -2.64885 0.0 -0.2 0.0
H 4.67683 -1.61287 -3.97197 0.2 -0.2 -0.1
```
Forces are in eV/Å.